DFT (wB97M-V/def2-TZVPD) results for 9 unconnected molecules or ions with the total composition C56H82BBrF3N4O29PS at a distorted geometry.

The geometry in XYZ format:
```
178
Properties=species:S:1:pos:R:3:forces:R:3
H -2.192692 6.442791 -1.174142 0.036 -0.569 0.965
N -2.178297 6.023331 -0.216703 1.254 -4.083 -0.766
C -1.839591 4.730701 -0.373145 -1.009 3.465 0.329
N -1.573723 4.269752 -1.766304 -0.294 -0.287 1.659
N -1.778048 3.842778 0.842683 1.338 0.726 -2.131
C -1.069278 2.566227 0.498337 0.297 -1.241 0.155
C -0.848113 1.579051 1.768107 -0.408 0.729 0.916
C 0.690557 1.172434 2.041434 -0.748 -0.240 0.756
C 1.225969 -0.078582 1.172937 0.729 0.370 -0.438
C 0.891779 0.031252 -0.405795 -1.417 -0.391 -3.282
C 1.526986 1.143575 -1.377736 -1.703 -1.915 -0.607
C 2.596382 2.201757 -0.739052 -0.457 -0.710 -0.259
B 4.097830 2.023179 -1.419862 0.326 0.249 -0.608
O 4.741664 3.266508 -1.860345 -1.587 -3.176 -0.817
O 4.730340 0.706394 -1.574457 -1.691 2.422 -0.879
C 1.108127 1.200330 -2.921317 -0.460 -1.136 0.551
C 1.682000 2.326640 -3.932314 -0.431 4.553 -2.341
C 1.863068 3.393255 -4.705298 -1.443 -5.916 3.169
C 0.094420 0.151393 -3.583688 0.795 -0.314 4.521
C -0.511262 -0.943432 -2.610803 2.261 2.922 0.581
C -0.129376 -0.981709 -1.048437 0.877 2.182 -2.663
S -1.020329 -2.337926 -0.090774 -0.653 1.572 -1.565
C -2.722031 -2.288029 -0.878093 -1.976 0.632 -1.506
C -2.721712 -2.058261 -2.461371 -3.578 -0.029 1.689
C -4.107602 -1.950212 -3.220047 -0.723 -0.460 3.255
C -4.313984 -1.670697 -4.783889 1.218 -0.761 0.034
Br -4.067418 0.325787 -5.052969 -0.197 -0.916 0.233
C -3.262401 -2.392827 -5.768828 -0.559 -0.470 -1.318
C -3.419233 -4.031185 -5.787288 1.058 0.351 -0.052
C -5.445922 -2.088947 -2.340106 1.002 -0.378 1.524
C -6.921950 -1.954815 -2.995011 -2.465 3.024 -2.634
C -7.974312 -1.499143 -3.630608 4.920 -1.800 2.996
C -5.414387 -2.334495 -0.754148 2.015 0.155 -1.458
C -6.851100 -2.440877 0.015973 0.341 0.875 -0.289
C -7.624298 -3.820139 -0.319175 0.072 -0.321 -1.653
C -9.037151 -3.648268 -1.063346 -1.328 1.743 0.059
F -9.303204 -4.552586 -2.181763 0.259 1.628 3.395
C -10.083910 -2.732528 -0.723386 0.541 -1.919 -0.885
F -11.450675 -3.208887 -0.874816 3.634 2.496 -0.029
F -9.929205 -1.377602 -0.292566 -0.807 -4.206 -0.607
C -4.007464 -2.432569 0.018141 -0.070 1.088 -4.678
P -4.082014 -2.664123 1.881684 -2.575 -2.964 2.872
O -5.001886 -3.872212 2.268209 2.608 3.836 -1.457
O -4.767019 -1.200388 2.525570 2.437 -1.940 -2.081
O -2.589544 -2.932264 2.654946 -1.772 0.827 -1.509
N -1.442761 -1.936415 -3.202567 -0.554 0.155 2.295
C -0.766907 -3.253728 -3.454104 0.445 -2.070 -0.665
C -1.619851 -4.549919 -3.058029 -3.548 -4.897 1.849
C -2.341239 -5.607902 -2.716220 3.238 5.977 -2.309
H -2.062637 3.389064 -1.994621 0.778 0.565 0.230
H -0.558923 4.222003 -1.950646 -0.858 -0.308 0.143
H -1.196082 4.362188 1.539158 -0.947 -0.431 -0.688
H -1.728511 1.986849 -0.262366 1.468 1.119 1.039
H -0.023227 2.828608 0.093302 -1.595 -0.752 0.209
H -1.197525 2.184670 2.706489 0.601 -1.105 -1.587
H -1.544309 0.643282 1.739011 1.349 1.579 -0.153
H 1.321290 2.130020 1.954580 -0.801 -1.556 -0.081
H 0.750958 0.850271 3.162935 0.008 0.527 -2.009
H 2.388142 -0.144402 1.277953 -2.033 0.148 -0.214
H 0.824726 -1.060130 1.653825 0.450 1.752 -1.221
H 2.758946 2.026625 0.394481 -0.583 0.034 -1.799
H 2.195584 3.277594 -0.847721 0.707 -1.665 0.025
H 4.461238 3.350264 -2.809316 0.461 0.223 0.956
H 4.551053 0.420968 -2.508703 0.465 0.163 1.183
H 1.864705 4.129427 -5.603262 0.254 -1.714 2.202
H -0.197134 0.207073 -4.709456 0.595 -0.120 2.391
H -5.365294 -1.894507 -5.191222 1.555 0.358 1.239
H -3.563818 -2.067724 -6.851247 0.539 -0.320 2.018
H -2.167450 -2.052627 -5.645972 -1.958 -0.525 0.240
H -4.076414 -4.361901 -6.672751 0.770 0.528 1.653
H -2.365553 -4.495003 -5.984427 -1.887 0.823 0.382
H -3.757676 -4.440100 -4.768959 0.303 0.615 -1.720
H -8.895937 -1.032012 -4.145957 2.067 -1.325 1.246
H -7.436140 -1.489995 -0.328972 0.900 -1.914 0.482
H -6.761655 -2.356125 1.157037 0.262 -0.153 -1.857
H -7.773951 -4.473390 0.613797 0.143 1.214 -1.331
H -6.946077 -4.435365 -1.039286 -1.318 1.042 1.193
H -4.375629 -0.433145 2.032837 -0.471 -0.732 0.595
H -2.514273 -3.841285 3.033311 -0.679 0.847 -0.590
H 0.261353 -3.277133 -2.925925 -1.746 -0.110 -0.731
H -0.564619 -3.334156 -4.602530 -0.358 0.033 2.038
H -3.157054 -6.416036 -2.601192 2.087 1.735 -0.157
C 5.758885 5.306452 -0.478568 0.008 -0.291 0.345
O 6.242046 6.593722 -0.866267 -0.262 0.750 0.321
C 5.608284 7.624124 -0.275259 -0.115 -0.164 0.072
O 4.702866 7.538089 0.521900 0.602 0.117 -0.532
O 6.158976 8.770168 -0.727342 -0.313 -0.481 0.174
C 5.579365 9.952971 -0.179601 -0.157 0.451 0.140
H 6.339193 4.555181 -1.013570 0.024 0.485 -0.037
H 5.898477 5.149889 0.594963 -0.137 0.132 -0.051
H 4.709494 5.190829 -0.752991 0.257 0.188 0.192
H 5.711733 9.980723 0.905014 -0.166 -0.095 -0.130
H 4.520642 10.021028 -0.442340 0.107 -0.100 0.177
H 6.097413 10.810863 -0.611963 0.094 -0.313 -0.094
C 8.930514 8.091166 -1.688554 -0.097 -0.443 0.363
O 9.187835 8.996554 -2.762334 0.067 -0.041 -0.784
C 9.066981 8.450744 -3.986747 -0.039 -0.019 0.277
O 8.770106 7.302745 -4.227706 0.205 0.726 0.067
O 9.334662 9.406911 -4.898435 -0.082 -0.269 0.391
C 9.243959 8.966933 -6.251737 -0.012 -0.076 -0.409
H 9.056484 8.636740 -0.751708 0.031 0.169 -0.294
H 7.906941 7.720333 -1.735368 0.455 -0.025 -0.142
H 9.643740 7.262631 -1.703470 -0.117 0.053 -0.123
H 8.229646 8.629881 -6.480602 0.178 -0.114 0.079
H 9.969274 8.173323 -6.448769 -0.213 -0.011 0.071
H 9.478581 9.815843 -6.896366 0.004 0.036 0.330
C 1.331499 3.141660 -11.147459 0.382 0.158 -0.255
O 0.115270 2.669293 -10.570790 -0.110 -0.113 0.635
C 0.152676 2.538636 -9.230872 -0.094 -0.013 -0.064
O 1.100585 2.782719 -8.518825 -0.562 -0.115 -0.400
O -1.049164 2.089013 -8.821618 0.555 0.197 -0.326
C -1.154719 1.902410 -7.411620 -0.195 -0.061 0.465
H 1.186537 3.208210 -12.227032 -0.251 -0.105 0.203
H 1.575680 4.137967 -10.770056 0.047 -0.205 0.073
H 2.148372 2.442560 -10.951385 -0.079 0.172 0.117
H -1.009044 2.849386 -6.885299 0.154 -0.159 -0.046
H -0.436665 1.153415 -7.067003 0.049 0.211 -0.035
H -2.161469 1.539576 -7.194605 0.118 0.057 -0.313
C -0.143079 -9.360618 -0.420738 0.114 -0.052 0.457
O -0.573084 -9.055320 -1.746063 0.049 -0.305 -0.514
C -0.239965 -9.983536 -2.663671 0.028 -0.029 0.020
O 0.368471 -11.007009 -2.450699 -0.396 0.671 -0.144
O -0.703089 -9.572516 -3.860132 0.123 -0.036 0.578
C -0.420436 -10.465812 -4.935609 0.065 -0.262 -0.392
H -0.465073 -8.546970 0.231479 -0.070 0.014 -0.333
H -0.604176 -10.287335 -0.069621 0.192 0.038 -0.115
H 0.946726 -9.428901 -0.374937 -0.157 -0.154 -0.048
H -0.892485 -11.436730 -4.764776 0.204 0.082 0.060
H 0.658386 -10.578222 -5.070225 -0.148 -0.112 0.131
H -0.838323 -10.035209 -5.847254 -0.031 0.162 0.295
C 7.157715 2.955176 5.802828 0.114 -0.074 0.532
O 6.719562 3.253639 4.477716 0.077 -0.348 -0.628
C 7.046596 2.320555 3.563692 0.028 0.047 0.176
O 7.655789 1.297751 3.778352 -0.406 0.640 -0.190
O 6.576321 2.725305 2.367262 0.098 -0.024 0.502
C 6.851969 1.825987 1.294715 0.039 -0.270 -0.352
H 6.840492 3.771806 6.453371 -0.080 -0.017 -0.322
H 6.698441 2.030690 6.161684 0.195 0.064 -0.081
H 8.247751 2.886589 5.842210 -0.158 -0.154 -0.052
H 6.380310 0.856227 1.473643 0.206 0.069 0.041
H 7.929766 1.712247 1.153760 -0.156 -0.111 0.105
H 6.429020 2.251312 0.382525 0.010 0.168 0.247
C 4.633035 -0.353501 9.087807 -0.396 -0.065 -0.382
O 5.528689 -0.368184 10.198604 0.524 0.451 0.165
C 6.407965 0.651257 10.213799 -0.101 -0.106 -0.042
O 6.486511 1.534847 9.390931 -0.010 -0.510 0.497
O 7.185394 0.515668 11.305920 -0.411 -0.047 -0.399
C 8.172166 1.535224 11.452568 0.348 0.310 0.102
H 3.972214 -1.217096 9.178280 0.222 0.090 0.265
H 4.020485 0.551543 9.098646 0.187 -0.067 -0.060
H 5.183554 -0.437461 8.147219 -0.021 0.173 0.129
H 7.700918 2.515889 11.557404 0.065 -0.115 -0.182
H 8.864189 1.526716 10.606613 -0.196 0.103 0.034
H 8.737602 1.325709 12.362239 -0.248 -0.203 -0.098
C -12.291219 -6.093240 -1.580816 0.394 0.291 -0.002
O -13.514985 -6.807326 -1.754304 -0.493 -0.261 0.461
C -14.197073 -7.020974 -0.613191 0.116 0.066 -0.067
O -13.860198 -6.666707 0.493447 -0.246 -0.252 -0.684
O -15.320993 -7.698667 -0.919176 0.464 0.261 -0.003
C -16.148529 -7.996859 0.203334 -0.292 -0.115 0.311
H -11.827424 -5.978488 -2.561969 -0.280 -0.150 0.044
H -12.480226 -5.099417 -1.171137 0.011 -0.335 0.059
H -11.605991 -6.652916 -0.938932 -0.148 0.135 0.044
H -16.491425 -7.077442 0.684822 0.185 -0.127 0.035
H -15.617038 -8.632258 0.916408 -0.012 0.225 -0.017
H -17.021632 -8.541961 -0.159643 0.236 0.101 -0.215
C -0.452021 -1.698441 12.511938 -0.354 -0.131 -0.269
O 0.518436 -1.327618 13.489277 0.549 0.231 -0.106
C 1.660944 -0.833442 12.974491 0.049 0.008 0.104
O 1.907357 -0.689993 11.798762 -0.160 -0.090 0.656
O 2.481502 -0.526846 13.997067 -0.521 -0.181 -0.373
C 3.740645 0.011945 13.596050 0.485 0.145 -0.097
H -1.327813 -2.081755 13.038264 0.270 0.107 0.170
H -0.756583 -0.830029 11.922186 0.165 -0.148 -0.026
H -0.064812 -2.489388 11.864656 0.013 0.219 -0.014
H 3.602876 0.948542 13.049481 0.001 -0.208 -0.071
H 4.294966 -0.710806 12.991840 -0.136 0.181 -0.071
H 4.317908 0.221343 14.498285 -0.315 -0.128 0.023
```
Positions in Å, forces in eV/Å.

As for the charge: 0. The calculation puts the energy at -223713.76672 eV. Its structure (SMILES) is [H]/N=C(\N)NCCCCc1c(CB(O)O)c(C#C)cc2c1Sc1c(c([C@@H](Br)CC)c(C#C)c(CCC(F)=C(F)F)c1P(=O)(O)O)N2CC#C.COC(=O)OC.COC(=O)OC.COC(=O)OC.COC(=O)OC.COC(=O)OC.COC(=O)OC.COC(=O)OC.COC(=O)OC.

Results of the Mulliken charge analysis, in e, for atoms 1 through 2: 0.315, -0.695